{"formula": "C3H4O4Sn", "method": "wB97M-V/def2-TZVPD", "elements": ["O", "C", "C", "O", "O", "C", "H", "H", "H", "O", "H", "Sn"], "coordinates": [[0.83, 1.15, -1.09], [0.86, 0.10, -1.95], [0.46, 0.75, 0.25], [1.70, 0.10, -2.84], [0.10, -0.87, -1.59], [-0.54, -0.37, 0.12], [0.04, 1.63, 0.75], [1.38, 0.44, 0.76], [-1.52, -0.02, -0.22], [-1.45, -0.78, 2.04], [-1.36, -0.05, 2.65], [-0.49, -2.09, 1.14]], "nbo_charge": [-0.511, 0.951, -0.138, -0.624, -0.615, -0.416, 0.214, 0.173, 0.233, -1.185, 0.517, 1.402], "max_force_ev_per_a": 6.25, "total_charge": 0, "relative_energy_kcal_mol": 0.0, "homo_energy_ev": -9.38, "homo_lumo_gap_ev": 7.98, "e_lumo_ev": -1.4}

=====

{"formula": "C5H17NO2", "method": "wB97M-V/def2-TZVPD", "elements": ["C", "N", "C", "C", "C", "C", "H", "H", "H", "H", "H", "H", "H", "H", "H", "H", "H", "H", "H", "H", "H", "O", "H", "H", "O"], "coordinates": [[0.35, -1.50, -2.09], [0.10, -0.35, -1.21], [0.26, 0.70, 2.46], [-0.37, 0.46, 1.06], [0.50, -0.45, 0.21], [0.55, -1.85, 0.79], [0.64, -1.07, -3.04], [-0.50, -2.19, -2.21], [1.16, -2.09, -1.69], [-0.88, -0.09, -1.19], [-0.25, 0.17, 3.27], [0.06, 1.74, 2.74], [1.29, 0.32, 2.45], [-1.33, -0.04, 1.23], [-0.53, 1.40, 0.54], [1.54, -0.12, 0.22], [1.31, -2.48, 0.31], [0.95, -1.85, 1.81], [-0.35, -2.47, 0.80], [1.35, 2.04, -0.55], [0.88, 2.96, -1.71], [1.65, 2.61, -1.26], [-2.63, 1.48, -1.78], [-3.29, 1.32, -0.33], [-2.48, 1.35, -0.84]], "nbo_charge": [-0.418, -0.649, -0.622, -0.411, -0.047, -0.638, 0.198, 0.176, 0.192, 0.370, 0.204, 0.216, 0.208, 0.199, 0.216, 0.169, 0.207, 0.213, 0.206, 0.474, 0.469, -0.942, 0.484, 0.484, -0.959], "max_force_ev_per_a": 1.33, "total_charge": 0, "relative_energy_kcal_mol": 28.0, "smiles": "CC[C@@H](C)NC.O.O", "homo_energy_ev": -8.40, "homo_lumo_gap_ev": 8.83, "e_lumo_ev": 0.4}

=====

{"formula": "C22H26BiClO", "method": "wB97M-V/def2-TZVPD", "elements": ["Bi", "C", "C", "C", "H", "C", "C", "H", "H", "H", "H", "C", "C", "C", "H", "C", "C", "H", "H", "H", "H", "O", "C", "C", "C", "C", "C", "H", "H", "H", "H", "H", "H", "H", "H", "H", "H", "Cl", "C", "C", "C", "C", "C", "C", "C", "H", "H", "H", "H", "H", "H"], "coordinates": [[-0.47, -0.35, 0.36], [0.81, -2.68, 1.88], [-0.62, -2.66, 1.89], [-1.08, -2.99, 0.56], [-1.26, -2.54, 2.77], [0.08, -3.26, -0.24], [1.23, -3.06, 0.57], [2.26, -3.24, 0.27], [1.45, -2.50, 2.74], [-2.12, -3.17, 0.27], [0.06, -3.66, -1.25], [2.00, 1.50, 0.78], [2.76, 0.34, 0.44], [2.55, 0.05, -0.93], [3.44, -0.19, 1.11], [1.65, 1.03, -1.46], [1.28, 1.91, -0.39], [0.67, 2.81, -0.48], [2.03, 2.04, 1.73], [3.06, -0.72, -1.51], [1.40, 1.17, -2.51], [-1.45, -0.58, -1.53], [-0.79, -0.25, -4.44], [-2.08, -0.04, -3.79], [-0.23, -1.60, -4.54], [-0.06, 0.89, -5.01], [-1.97, 0.46, -2.32], [-2.65, -0.98, -3.78], [-2.65, 0.72, -4.34], [-1.31, 1.36, -2.29], [-2.97, 0.75, -1.96], [-0.67, -2.15, -5.39], [-0.42, -2.19, -3.63], [0.85, -1.57, -4.71], [-0.42, 1.15, -6.02], [1.01, 0.67, -5.10], [-0.16, 1.81, -4.40], [-0.76, 3.86, 2.44], [-0.46, 2.62, 3.59], [0.17, 2.97, 4.79], [0.60, 1.96, 5.66], [0.43, 0.63, 5.30], [-0.24, 0.28, 4.13], [-0.80, 1.27, 3.29], [-1.63, 0.91, 2.13], [0.34, 4.02, 5.02], [1.07, 2.23, 6.61], [0.82, -0.16, 5.95], [-0.34, -0.77, 3.86], [-2.40, 0.16, 2.34], [-2.01, 1.74, 1.53]], "nbo_charge": [1.375, -0.343, -0.400, -0.408, 0.209, -0.331, -0.317, 0.197, 0.202, 0.217, 0.200, -0.359, -0.344, -0.337, 0.190, -0.359, -0.406, 0.208, 0.208, 0.186, 0.193, -0.988, 0.104, -0.477, -0.661, -0.662, -0.042, 0.200, 0.172, 0.146, 0.135, 0.176, 0.249, 0.199, 0.179, 0.206, 0.219, -0.046, -0.094, -0.230, -0.340, -0.242, -0.194, -0.091, -0.893, 0.196, 0.182, 0.187, 0.206, 0.208, 0.216], "max_force_ev_per_a": 2.02, "total_charge": -2, "relative_energy_kcal_mol": 1.2, "homo_energy_ev": [-0.76, 2.42], "homo_lumo_gap_ev": [5.82, 2.64], "e_lumo_ev": [5.1, 5.1]}

=====

{"formula": "C4H6S2Si", "method": "wB97M-V/def2-TZVPD", "elements": ["C", "C", "C", "C", "Si", "S", "S", "H", "H", "H", "H", "H", "H"], "coordinates": [[-2.24, -0.02, 0.07], [-1.71, 1.12, 0.60], [-1.52, -0.98, -0.73], [0.93, -0.05, 0.15], [2.77, -0.10, 0.13], [0.20, -1.29, -0.69], [0.11, 1.46, 0.46], [-3.32, -0.10, 0.08], [-2.12, 2.04, 1.07], [-2.09, -1.61, -1.34], [2.73, -1.11, -0.87], [3.00, -0.44, 1.52], [3.26, 1.08, -0.44]], "nbo_charge": [-0.287, -0.302, -0.444, -0.926, 0.909, 0.544, 0.273, 0.226, 0.236, 0.223, -0.160, -0.136, -0.157], "max_force_ev_per_a": 2.52, "total_charge": 0, "relative_energy_kcal_mol": 39.5, "homo_energy_ev": [-6.98, -6.67], "homo_lumo_gap_ev": [6.86, 6.30], "e_lumo_ev": [-0.1, -0.4]}

=====

{"formula": "C4H10NO2", "method": "wB97M-V/def2-TZVPD", "elements": ["C", "C", "C", "O", "N", "C", "O", "H", "H", "H", "H", "H", "H", "H", "H", "H", "H"], "coordinates": [[0.23, 0.83, 1.51], [-0.02, 0.80, 0.02], [-1.34, 0.24, -0.61], [-2.22, 1.35, -0.32], [1.15, 0.14, -0.62], [1.05, -1.42, -0.67], [1.29, -2.12, 0.51], [0.32, -0.19, 1.93], [1.20, 1.34, 1.73], [-0.54, 1.45, 2.10], [0.05, 1.84, -0.49], [-1.60, -0.64, -0.10], [-1.42, 0.20, -1.76], [-2.07, 1.35, 0.63], [1.89, 0.32, 0.06], [1.86, -1.63, -1.59], [0.11, -1.54, -1.21]], "nbo_charge": [-0.649, -0.089, -0.085, -0.739, -0.686, 0.131, -0.956, 0.263, 0.208, 0.159, 0.178, 0.176, 0.190, 0.451, 0.329, 0.039, 0.080], "max_force_ev_per_a": 4.45, "total_charge": -1, "relative_energy_kcal_mol": 94.3, "smiles": "C[C@H](CO)NC[O-]", "homo_energy_ev": -2.70, "homo_lumo_gap_ev": 6.41, "e_lumo_ev": 3.7}

=====

{"formula": "C3H10N", "method": "wB97M-V/def2-TZVPD", "elements": ["C", "C", "C", "N", "H", "H", "H", "H", "H", "H", "H", "H", "H", "H"], "coordinates": [[0.14, 0.78, -0.07], [0.00, -0.91, 0.06], [0.41, -1.34, -1.29], [-0.51, 1.32, 1.23], [1.11, 1.19, -0.32], [-0.35, 1.09, -0.95], [-1.03, -1.23, 0.26], [0.57, -1.41, 0.93], [-0.41, -1.40, -2.10], [1.26, -0.88, -1.79], [0.92, -2.31, -1.32], [-1.45, 1.27, 1.18], [-0.05, 0.94, 2.07], [-0.32, 2.35, 1.19]], "nbo_charge": [-0.237, -0.415, -0.677, -0.667, 0.247, 0.236, 0.227, 0.235, 0.237, 0.233, 0.253, 0.430, 0.454, 0.444], "max_force_ev_per_a": 6.82, "total_charge": 1, "relative_energy_kcal_mol": 38.1, "smiles": "CCC[NH3+]", "homo_energy_ev": -15.48, "homo_lumo_gap_ev": 11.60, "e_lumo_ev": -3.9}

=====

{"formula": "C5H7Cl11", "method": "wB97M-V/def2-TZVPD", "elements": ["Cl", "C", "C", "Cl", "H", "H", "H", "H", "C", "Cl", "Cl", "Cl", "H", "C", "Cl", "Cl", "Cl", "H", "C", "Cl", "Cl", "Cl", "H"], "coordinates": [[-2.64, 0.16, -0.77], [-3.32, -0.95, 0.44], [-2.92, -2.38, 0.15], [-3.97, -3.50, 1.10], [-4.41, -0.86, 0.44], [-2.95, -0.65, 1.42], [-1.91, -2.60, 0.48], [-3.04, -2.62, -0.90], [1.96, -0.85, 0.18], [3.42, -1.56, 0.84], [2.01, 0.89, 0.30], [0.53, -1.49, 1.00], [1.86, -1.11, -0.86], [0.10, 2.10, 3.20], [-1.26, 1.54, 2.23], [0.05, 1.42, 4.82], [0.15, 3.86, 3.25], [0.99, 1.72, 2.72], [3.18, 1.39, -4.01], [2.42, 2.71, -3.12], [2.65, 1.37, -5.69], [2.87, -0.15, -3.22], [4.25, 1.57, -4.00]], "nbo_charge": [-0.055, -0.393, -0.367, -0.076, 0.226, 0.222, 0.221, 0.223, -0.290, 0.028, 0.027, 0.006, 0.231, -0.290, 0.010, 0.020, 0.022, 0.231, -0.286, 0.026, 0.027, 0.006, 0.229], "max_force_ev_per_a": 0.55, "total_charge": 0, "relative_energy_kcal_mol": 0.0, "smiles": "ClC(Cl)Cl.ClC(Cl)Cl.ClC(Cl)Cl.ClCCCl", "homo_energy_ev": -10.88, "homo_lumo_gap_ev": 11.27, "e_lumo_ev": 0.4}

=====

{"formula": "CH5OS2", "method": "wB97M-V/def2-TZVPD", "elements": ["O", "H", "C", "S", "S", "H", "H", "H", "H"], "coordinates": [[-0.89, -1.66, -1.09], [-1.57, -1.23, -1.63], [-0.43, -0.04, 0.89], [0.39, -0.43, -0.69], [2.12, 1.23, 0.02], [-1.37, -0.56, 0.81], [-0.47, 1.05, 1.01], [0.18, -0.39, 1.72], [2.04, 2.04, -1.03]], "mulliken_spin": [0.172, 0.021, 0.061, 0.594, 0.115, 0.004, -0.002, -0.011, 0.046], "max_force_ev_per_a": 1.28, "total_charge": -2, "s_squared": 0.754, "homo_energy_ev": [3.38, -0.31], "homo_lumo_gap_ev": [2.48, 5.80], "multiplicity": 2, "e_lumo_ev": [5.9, 5.5]}

=====

{"formula": "C7H14Si", "method": "wB97M-V/def2-TZVPD", "elements": ["C", "C", "C", "C", "C", "C", "C", "Si", "H", "H", "H", "H", "H", "H", "H", "H", "H", "H", "H", "H", "H", "H"], "coordinates": [[-1.62, 0.23, -2.21], [-0.68, -0.14, -2.84], [-2.76, 0.70, -1.45], [1.03, 1.42, 0.69], [0.28, 3.26, 2.21], [0.58, -3.28, -0.61], [1.20, 2.40, 1.81], [2.19, -3.30, -1.64], [-2.85, 1.79, -1.55], [-3.68, 0.24, -1.82], [-2.64, 0.45, -0.39], [0.05, 1.52, 0.22], [1.80, 1.58, -0.06], [1.13, 0.40, 1.07], [0.15, -0.49, -3.37], [0.45, 3.94, 3.02], [-0.69, 3.30, 1.74], [-0.23, -2.82, -1.16], [0.24, -4.27, -0.29], [0.72, -2.68, 0.29], [2.16, 2.37, 2.30], [2.69, -4.67, -1.30]], "mulliken_spin": [-0.012, 0.026, -0.001, 0.002, 0.000, 0.098, -0.001, 1.767, 0.000, 0.000, 0.000, -0.001, 0.000, 0.001, -0.009, 0.000, 0.000, -0.002, 0.017, 0.011, 0.000, 0.105], "max_force_ev_per_a": 1.67, "total_charge": 0, "s_squared": 2.001, "relative_energy_kcal_mol": 15.5, "homo_energy_ev": [-6.84, -9.67], "homo_lumo_gap_ev": [7.70, 7.90], "multiplicity": 3, "e_lumo_ev": [0.9, -1.8]}

=====

{"formula": "C26H61FIN6O11P3S2", "method": "wB97M-V/def2-TZVPD", "elements": ["C", "C", "O", "C", "O", "C", "C", "C", "C", "C", "S", "C", "C", "C", "I", "O", "S", "O", "O", "C", "O", "C", "F", "C", "P", "O", "O", "O", "H", "H", "H", "H", "H", "H", "H", "H", "H", "H", "H", "H", "H", "H", "H", "H", "H", "H", "H", "H", "H", "H", "H", "H", "H", "O", "P", "N", "C", "C", "N", "C", "C", "N", "C", "C", "H", "H", "H", "H", "H", "H", "H", "H", "H", "H", "H", "H", "H", "H", "H", "H", "H", "H", "O", "P", "N", "C", "C", "N", "C", "C", "N", "C", "C", "H", "H", "H", "H", "H", "H", "H", "H", "H", "H", "H", "H", "H", "H", "H", "H", "H", "H"], "coordinates": [[-5.48, 4.61, 2.31], [-4.10, 5.17, 2.92], [-3.36, 5.84, 1.84], [-2.32, 4.93, 1.48], [-1.14, 5.20, 1.81], [-2.53, 3.60, 0.62], [-1.17, 2.70, 0.52], [-1.41, 1.24, -0.10], [-1.52, 0.04, 1.01], [-2.02, 0.61, 2.41], [-2.73, -0.63, 3.60], [-2.18, 0.03, 5.28], [-2.07, -1.11, 6.39], [-2.67, -0.97, 0.40], [-4.70, -0.09, 0.56], [-2.52, -1.23, -1.01], [-1.06, -1.91, -1.42], [-1.20, -3.40, -1.70], [-0.68, -1.30, -2.76], [0.33, -1.50, -0.27], [1.35, -0.79, -1.03], [-0.06, -0.63, 1.04], [0.89, 0.48, 1.03], [0.34, -1.43, 2.36], [-0.26, -3.19, 2.54], [0.99, -4.09, 2.75], [-1.23, -3.48, 3.93], [-1.10, -3.84, 1.23], [-5.58, 4.76, 1.19], [-5.53, 3.47, 2.49], [-6.36, 5.13, 2.81], [-4.31, 5.94, 3.73], [-3.40, 4.35, 3.32], [-2.74, 3.95, -0.46], [-3.44, 2.98, 0.93], [-0.53, 3.27, -0.25], [-0.56, 2.72, 1.49], [-2.37, 1.32, -0.74], [-0.59, 1.02, -0.88], [-1.12, 1.12, 2.93], [-2.81, 1.45, 2.32], [-2.78, 0.95, 5.60], [-1.10, 0.42, 5.10], [-2.09, -2.17, 5.98], [-2.87, -1.05, 7.21], [-1.05, -0.97, 6.90], [-2.72, -1.89, 1.07], [0.83, -2.50, 0.02], [2.22, -1.16, -0.73], [1.49, -1.47, 2.37], [0.08, -0.88, 3.34], [-2.17, -3.61, 3.63], [-0.78, -4.77, 1.11], [6.51, -3.56, 2.48], [5.95, -4.84, 1.84], [5.00, -5.25, 3.18], [5.38, -5.98, 4.37], [3.78, -4.48, 3.39], [7.48, -5.61, 1.72], [7.90, -6.86, 2.31], [8.66, -4.72, 1.70], [5.28, -6.28, 1.01], [4.53, -5.84, -0.18], [4.57, -7.40, 1.61], [4.57, -6.67, 4.65], [5.57, -5.31, 5.22], [6.26, -6.60, 4.24], [2.99, -4.84, 2.72], [3.95, -3.42, 3.17], [3.41, -4.54, 4.41], [8.14, -6.76, 3.38], [8.81, -7.24, 1.82], [7.18, -7.67, 2.18], [8.92, -4.37, 2.70], [8.48, -3.85, 1.06], [9.53, -5.23, 1.28], [3.58, -5.37, 0.11], [4.31, -6.68, -0.85], [5.11, -5.12, -0.75], [3.57, -7.13, 1.96], [5.12, -7.86, 2.43], [4.45, -8.20, 0.86], [-1.49, 4.55, -3.54], [-2.62, 4.59, -4.60], [-1.68, 3.82, -5.79], [-0.74, 4.40, -6.72], [-1.48, 2.38, -5.64], [-2.67, 6.30, -4.67], [-2.43, 7.16, -5.81], [-2.17, 7.02, -3.48], [-3.96, 4.61, -5.78], [-5.08, 3.81, -5.25], [-3.90, 4.40, -7.21], [-0.85, 3.93, -7.71], [0.30, 4.26, -6.39], [-0.89, 5.46, -6.89], [-2.37, 1.84, -6.00], [-1.31, 2.11, -4.60], [-0.63, 2.01, -6.21], [-1.36, 7.27, -6.03], [-2.82, 8.17, -5.63], [-2.95, 6.83, -6.71], [-1.08, 7.06, -3.45], [-2.52, 6.54, -2.56], [-2.55, 8.05, -3.45], [-4.84, 2.74, -5.29], [-6.01, 3.99, -5.80], [-5.27, 4.07, -4.20], [-3.68, 3.35, -7.48], [-3.17, 5.03, -7.71], [-4.86, 4.65, -7.67]], "mulliken_charge": [-0.840, -0.162, -0.415, 0.132, -0.556, 0.257, -0.822, -0.747, 1.078, -1.235, -0.044, -0.276, -0.849, -0.982, 0.096, -0.337, 1.342, -0.700, -0.650, -0.708, -0.501, 1.293, -0.438, -0.944, 0.438, -0.466, -0.496, -0.439, 0.275, 0.185, 0.295, 0.357, 0.206, 0.016, 0.153, 0.489, 0.297, 0.279, 0.339, 0.544, 0.062, 0.420, 0.205, 0.191, 0.307, 0.261, 0.842, 0.479, 0.396, 0.511, 0.156, 0.342, 0.292, -0.813, 0.749, 0.275, -1.045, -1.382, 0.208, -1.037, -0.957, 0.022, -1.021, -0.917, 0.386, 0.315, 0.278, 0.499, 0.317, 0.411, 0.359, 0.402, 0.203, 0.301, 0.286, 0.341, 0.295, 0.353, 0.329, 0.179, 0.294, 0.427, -0.799, 0.695, 0.303, -1.077, -1.143, 0.225, -1.047, -0.820, 0.030, -1.060, -1.045, 0.402, 0.320, 0.281, 0.261, 0.284, 0.397, 0.369, 0.399, 0.210, 0.286, 0.153, 0.340, 0.342, 0.353, 0.345, 0.288, 0.306, 0.413], "max_force_ev_per_a": 9.05, "total_charge": 0, "relative_energy_kcal_mol": 163.2, "smiles": "CCOC(=O)CCC[C@@]1(CSCC)[C@@H](I)OS(=O)(=O)[C@@H](O)[C@]1(F)CP(=O)(O)O.CN(C)P(=O)(N(C)C)N(C)C.CN(C)P(=O)(N(C)C)N(C)C", "homo_energy_ev": -7.54, "homo_lumo_gap_ev": 6.64, "e_lumo_ev": -0.9}

=====

{"formula": "C9H6N2O4", "method": "wB97M-V/def2-TZVPD", "elements": ["C", "C", "C", "C", "C", "C", "C", "C", "C", "N", "N", "O", "O", "O", "O", "H", "H", "H", "H", "H", "H"], "coordinates": [[1.65, -0.27, 2.31], [2.27, 0.61, 1.44], [0.38, -0.76, 2.06], [1.63, 0.99, 0.23], [-0.15, -0.43, 0.83], [0.44, 0.39, -0.17], [-1.47, -0.78, 0.45], [-0.40, 0.69, -1.38], [-1.66, -0.18, -1.24], [-0.84, 2.07, -1.55], [-1.45, -1.43, -1.92], [-2.42, -2.00, -2.33], [-2.37, -1.31, 1.07], [-0.15, 2.92, -1.03], [-0.36, -1.87, -1.91], [2.02, -0.60, 3.27], [3.14, 1.06, 1.73], [0.01, -1.60, 2.57], [2.29, 1.65, -0.49], [0.03, 0.58, -2.35], [-2.60, 0.25, -1.58]], "nbo_charge": [-0.195, -0.170, -0.136, -0.161, -0.198, 0.008, 0.626, -0.212, -0.202, 0.171, 0.530, -0.368, -0.481, -0.253, -0.395, 0.222, 0.217, 0.235, 0.232, 0.265, 0.264], "max_force_ev_per_a": 4.57, "total_charge": 0, "relative_energy_kcal_mol": 7.3, "smiles": "O=N[C@H]1c2ccccc2C(=O)[C@@H]1[N+](=O)[O-]", "homo_energy_ev": -9.80, "homo_lumo_gap_ev": 8.94, "e_lumo_ev": -0.9}

=====

{"formula": "C8H11ClO2", "method": "wB97M-V/def2-TZVPD", "elements": ["C", "C", "C", "C", "C", "C", "C", "C", "O", "O", "Cl", "H", "H", "H", "H", "H", "H", "H", "H", "H", "H", "H"], "coordinates": [[-0.87, -0.66, 0.15], [1.54, 1.21, -0.79], [0.47, 1.46, 0.29], [2.43, 0.24, -0.15], [0.33, 0.08, 0.91], [-2.21, -0.38, 0.10], [1.89, -0.33, 0.93], [-3.11, -1.03, -0.86], [-0.48, -1.73, -0.53], [2.43, -1.13, 1.85], [-2.71, 1.06, 0.90], [1.04, 0.74, -1.61], [1.91, 2.23, -0.99], [0.77, 2.22, 0.91], [-0.53, 1.73, -0.05], [0.24, -1.52, -1.19], [3.40, 0.12, -0.43], [-0.01, 0.23, 2.03], [-4.08, -1.10, -0.40], [-2.81, -2.03, -1.26], [-3.01, -0.46, -1.70], [3.36, -0.94, 1.89]], "nbo_charge": [0.312, -0.429, -0.377, -0.342, -0.321, -0.106, 0.357, -0.650, -0.701, -0.656, -0.013, 0.190, 0.219, 0.201, 0.217, 0.486, 0.202, 0.235, 0.226, 0.245, 0.219, 0.486], "max_force_ev_per_a": 4.02, "total_charge": 0, "relative_energy_kcal_mol": 24.0, "smiles": "C/C(Cl)=C(\\O)[C@@H]1CCC=C1O", "homo_energy_ev": -8.30, "homo_lumo_gap_ev": 8.95, "e_lumo_ev": 0.6}

=====

> What is the formula in the eighth record?

CH5OS2